Entry from the OMol25 dataset: a 2-piece molecular cluster, C8H11NO2 overall (the ωB97M-V functional and the def2-TZVPD basis).

XYZ file:
```
22
Properties=species:S:1:pos:R:3:forces:R:3:nbo_charge:R:1
C -1.6509 2.9104 0.0441 0.3 0.2 -0.2 -0.36
C -1.2681 1.7834 -0.0331 1.1 -4.3 -0.2 -0.16
C 2.0285 -0.3313 -0.0410 -3.7 -1.4 1.7 -0.40
C 1.2252 -0.2018 -1.3102 0.2 -3.4 0.2 -0.37
C 1.1671 0.1826 1.1299 2.3 0.5 2.3 -0.38
C -0.1112 -0.9724 -1.1050 -1.2 3.2 -4.1 -0.52
C -0.1552 -0.5273 1.2238 2.5 -3.0 4.4 -0.53
C -0.8555 -0.4829 0.0535 -2.2 4.7 -3.3 0.43
N -2.3023 -0.5215 -0.0173 -3.5 -2.6 0.9 0.45
O -2.8871 -0.5465 -1.1097 1.4 0.4 1.8 -0.34
O -2.8798 -0.7638 1.0776 1.2 0.9 -2.1 -0.37
H -1.6939 3.9365 -0.0550 -0.5 1.5 0.1 0.22
H 2.2282 -1.3734 0.2552 0.3 0.2 -0.7 0.19
H 2.8547 0.2182 -0.0940 3.8 2.0 -0.2 0.21
H 0.9437 0.7781 -1.5288 -0.1 1.8 -0.4 0.23
H 1.7929 -0.6815 -2.1469 -0.6 0.6 0.4 0.22
H 1.7220 0.1722 2.1733 -0.9 -0.9 -1.9 0.22
H 1.0381 1.2528 1.1401 -0.6 0.5 -0.9 0.24
H -0.7184 -0.7997 -2.0807 0.7 -0.4 1.8 0.27
H 0.0063 -1.9937 -1.0093 0.4 -2.3 0.3 0.24
H 0.1014 -1.6774 1.2305 -0.2 1.5 0.4 0.24
H -0.5859 -0.3610 2.2032 -0.8 0.3 -0.4 0.28
```
Positions in Å, forces in eV/Å.

For the highest occupied orbital energy, the calculation gives -9.94 eV. The value obtained for the frontier orbital gap is 8.47 eV. For the energy relative to the best compared isomer or geometry (same formula, charge and spin), the calculation gives 933.4 kJ/mol. The energy comes out at -14050.4103 eV.